A structure of composition C26H27AsMnN8O8S3. Source: the OMol25 dataset; level of theory: the ωB97M-V functional and the def2-TZVPD basis.

## Properties
Kohn-Sham gap (spin up / spin down)   5.74 / 5.75 eV
Calculated total energy   -180363.894 eV
Strongest force on any atom   0.0626 hartree/bohr
E_HOMO (spin up / spin down)   -1.476 / -1.469 eV

ORCA input file:
```
! RIJCOSX wB97M-V def2-TZVPD def2/J DEFGRID3
* xyz -2 2
As -1.07 -2.06 -0.72
Mn 0.29 0.11 0.28
S 2.53 0.47 1.57
S 0.81 -4.14 -0.20
S -0.07 -2.44 2.36
O -1.69 -0.54 -0.36
O -1.50 -2.46 -2.23
O -0.18 -5.12 0.28
O 0.74 -4.38 -2.14
O 0.07 -2.59 3.79
O 2.18 -4.60 -0.13
O 0.96 -3.15 1.60
O -0.21 -1.03 1.97
N -2.74 -7.03 -5.57
N 0.67 -1.58 -0.56
N 0.44 1.76 2.68
N 1.40 -1.78 -2.77
N 2.27 1.32 4.03
N 1.67 0.20 -1.48
N -0.80 1.95 -0.98
N -0.11 1.64 1.45
C 1.63 1.24 2.83
C -1.61 -3.22 1.91
C -3.00 2.83 -0.47
C -2.40 -3.88 2.83
C -3.14 -3.77 0.17
C -1.33 2.18 1.29
C -0.12 -5.01 -2.91
C 0.43 1.80 5.57
C 1.94 -1.17 -3.87
C -3.29 2.92 -1.80
C -0.81 -5.60 -5.17
C 2.30 0.16 -3.79
C 1.24 -1.07 -1.61
C 0.05 -4.95 -4.30
C 1.85 2.13 5.14
C -1.74 2.33 -0.05
C -3.94 -4.44 1.08
C -2.08 -6.38 -3.30
C -1.89 -6.32 -4.68
C -1.11 2.06 -2.26
C 2.17 0.82 -2.57
C -1.21 -5.74 -2.43
C -3.56 -4.50 2.41
C -2.16 2.59 2.47
C -1.95 -3.19 0.59
C -2.32 2.54 -2.74
H 2.55 1.94 5.96
H -2.81 -6.57 -6.47
H -2.53 2.58 -3.80
H 0.16 2.35 6.48
H 0.89 -4.39 -4.70
H 3.20 0.95 4.00
H 2.71 0.66 -4.65
H -0.33 1.76 -2.96
H -3.73 3.11 0.28
H -1.37 -5.77 -1.37
H -3.41 -3.69 -0.88
H 2.44 1.85 -2.43
H -0.65 -5.53 -6.24
H -3.67 -7.16 -5.17
H -2.93 -6.93 -2.92
H -4.18 -5.03 3.13
H -3.22 2.41 2.27
H -4.85 -4.93 0.75
H -2.08 -3.88 3.86
H 1.91 3.20 4.88
H 0.33 0.74 5.74
H 2.05 -1.78 -4.76
H 1.14 -2.78 -2.73
H -1.85 1.98 3.32
H -0.24 2.08 4.76
H -2.02 3.64 2.72
H -4.26 3.28 -2.13
*
```

Löwdin population analysis, charges in e, atoms 1 to 8: As 0.87; Mn 0.47; S 0.62; S 0.71; S 0.51; O -0.44; O -0.43; O -0.42